DFT (ωB97M-V with the def2-TZVPD basis set) results for 2 unconnected molecules or ions with the total composition C3H4O2.

The geometry in XYZ format:
```
9
Properties=species:S:1:pos:R:3
O -0.690 0.790 -2.178
O -0.034 1.286 1.760
C -0.726 0.340 1.472
C 0.931 -0.582 -0.894
C 0.081 0.147 -1.583
H 1.026 -1.642 -1.091
H -0.551 -0.671 1.890
H 1.545 -0.091 -0.151
H -1.583 0.423 0.775
```

As for the structure (SMILES): C=C=O.C=O. Its spin multiplicity is 1. The value obtained for the HOMO energy is -9.59 eV. The calculation puts the relative energy (zero: lowest compared OMol25 entry of this formula, charge and spin) at 1.903 eV. As for the gap between HOMO and LUMO: 10.41 eV.